DFT (ωB97M-V/def2-TZVPD) results for a molecular structure, C20H22Br2N4Re.

Geometry as ORCA input:
```
! RIJCOSX wB97M-V def2-TZVPD def2/J DEFGRID3
* xyz 4 4
Re 0.136 -0.303 0.778
C -1.158 0.785 -1.704
C 0.221 1.239 -2.148
C 1.292 0.191 -2.011
C 2.201 -0.002 -3.036
C 3.184 -0.978 -2.944
C 3.222 -1.780 -1.804
C 2.301 -1.554 -0.815
N 1.354 -0.576 -0.886
N -1.336 0.800 -0.192
C -2.648 0.107 0.121
C -2.468 -1.381 -0.021
C -3.483 -2.233 -0.387
C -3.222 -3.602 -0.457
C -1.942 -4.068 -0.176
C -0.964 -3.164 0.178
N -1.217 -1.839 0.272
C -1.342 2.231 0.311
C 0.014 2.630 0.833
C 0.351 3.945 1.072
C 1.615 4.237 1.578
C 2.513 3.198 1.821
C 2.119 1.906 1.565
N 0.883 1.619 1.085
H -1.367 -0.229 -2.051
H -1.931 1.443 -2.103
H 0.527 2.165 -1.651
H 0.147 1.498 -3.204
H 2.129 0.618 -3.920
H 3.894 -1.124 -3.750
H 3.950 -2.572 -1.686
H 2.303 -2.189 0.061
H -3.424 0.493 -0.543
H -2.942 0.364 1.141
H -4.467 -1.844 -0.619
H -4.009 -4.292 -0.738
H -1.702 -5.121 -0.236
H 0.046 -3.488 0.392
H -2.098 2.327 1.093
H -1.647 2.891 -0.503
H -0.359 4.737 0.865
H 1.899 5.264 1.774
H 3.507 3.392 2.203
H 2.785 1.069 1.732
Br -1.006 -0.129 3.218
C 0.217 -1.466 3.951
Br 1.559 -1.788 2.573
H -0.337 -2.382 4.138
H 0.699 -1.046 4.830
*
```

Computed properties:
HOMO energy (spin up / spin down): -22.282 / -22.280 eV
Frontier orbital gap (spin up / spin down): 8.370 / 6.736 eV
E_LUMO (spin up / spin down): -13.9122 / -15.5439 eV
E_tot: -6219.10836 hartree

Okay, here come the Mulliken numbers, in e, for every atom: atom 1 (Re): -0.618, atom 2 (C): -0.789, atom 3 (C): -0.951, atom 4 (C): 1.083, atom 5 (C): -0.942, atom 6 (C): -0.433, atom 7 (C): -0.958, atom 8 (C): -0.129, atom 9 (N): 0.522, atom 10 (N): 0.102, atom 11 (C): -1.191, atom 12 (C): 0.984, atom 13 (C): -0.923, atom 14 (C): -0.362, atom 15 (C): -0.852, atom 16 (C): 0.088, atom 17 (N): 0.475, atom 18 (C): -1.059, atom 19 (C): 0.699, atom 20 (C): -1.002, atom 21 (C): -0.335, atom 22 (C): -0.912, atom 23 (C): 0.056, atom 24 (N): 0.518, atom 25 (H): 0.434, atom 26 (H): 0.547, atom 27 (H): 0.286, atom 28 (H): 0.684, atom 29 (H): 0.552, atom 30 (H): 0.478, atom 31 (H): 0.495, atom 32 (H): 0.360, atom 33 (H): 0.605, atom 34 (H): 0.504, atom 35 (H): 0.568, atom 36 (H): 0.495, atom 37 (H): 0.483, atom 38 (H): 0.441, atom 39 (H): 0.585, atom 40 (H): 0.532, atom 41 (H): 0.584, atom 42 (H): 0.500, atom 43 (H): 0.488, atom 44 (H): 0.504, atom 45 (Br): 0.235, atom 46 (C): -0.509, atom 47 (Br): 0.122, atom 48 (H): 0.459, atom 49 (H): 0.495

DFT (ωB97M-V/def2-TZVPD) results for a molecular structure, C6H11NO2S3.

Geometry as ORCA input:
```
! RIJCOSX wB97M-V def2-TZVPD def2/J DEFGRID3
* xyz 0 1
C -1.936 0.279 1.081
C -1.152 1.582 0.960
C -1.833 0.463 -1.370
C -2.791 0.220 -0.196
C 2.950 -1.518 -0.281
C 4.402 0.258 -0.358
H -0.332 -0.693 0.591
H -2.568 0.271 1.974
H -0.304 1.602 1.650
H -1.793 2.445 1.161
H -2.352 0.887 -2.231
H -1.361 -0.474 -1.683
H -3.520 1.038 -0.151
H -2.778 -2.106 0.069
H 2.375 -1.833 -1.156
H 3.107 -2.365 0.393
H 5.356 0.669 -0.668
N 3.530 0.916 0.280
O -1.081 -0.840 1.189
O 4.223 -1.034 -0.716
S -0.546 1.622 -0.767
S -3.769 -1.299 -0.347
S 2.172 -0.092 0.575
*
```

Computed properties:
HOMO energy: -8.229 eV
Frontier orbital gap: 8.751 eV
E_LUMO: 0.5229 eV
E_tot: -1634.98243 hartree

Okay, here come the Mulliken numbers, in e, for every atom: atom 1 (C): -0.271, atom 2 (C): -0.741, atom 3 (C): -0.675, atom 4 (C): -0.175, atom 5 (C): -0.260, atom 6 (C): 0.089, atom 7 (H): 0.216, atom 8 (H): 0.439, atom 9 (H): 0.349, atom 10 (H): 0.437, atom 11 (H): 0.427, atom 12 (H): 0.297, atom 13 (H): 0.360, atom 14 (H): 0.141, atom 15 (H): 0.259, atom 16 (H): 0.277, atom 17 (H): 0.383, atom 18 (N): -0.400, atom 19 (O): -0.550, atom 20 (O): -0.357, atom 21 (S): -0.108, atom 22 (S): -0.221, atom 23 (S): 0.085

DFT (ωB97M-V/def2-TZVPD) results for 7 unconnected molecules or ions with the total composition C24H39O22P in a non-equilibrium geometry.

Geometry as ORCA input:
```
! RIJCOSX wB97M-V def2-TZVPD def2/J DEFGRID3
* xyz 0 1
C 0.309 7.575 -5.069
C -1.197 7.358 -5.010
O -1.097 5.966 -5.245
C 0.074 5.454 -4.651
O 0.300 4.203 -4.451
O 0.910 6.441 -4.430
H 0.592 8.529 -4.623
H 0.667 7.588 -6.099
H -1.727 7.735 -5.885
H -1.780 7.586 -4.119
C -0.524 -0.358 -0.002
C -1.704 -0.135 0.951
O -1.387 -1.112 1.978
C -0.132 -1.712 1.795
O 0.426 -2.606 2.431
O 0.317 -1.176 0.655
H 0.121 0.461 -0.320
H -0.832 -0.650 -1.006
H -2.710 -0.149 0.531
H -1.569 0.924 1.171
C -3.330 -7.369 3.864
C -3.992 -8.466 3.147
O -4.835 -7.708 2.320
C -5.098 -6.470 2.823
O -5.892 -5.686 2.398
O -4.361 -6.325 3.912
H -2.373 -6.937 3.575
H -3.298 -7.798 4.866
H -4.557 -9.110 3.821
H -3.301 -9.056 2.545
C -8.156 -4.209 -2.951
C -7.184 -4.633 -4.076
O -6.096 -3.725 -3.981
C -6.574 -2.580 -3.335
O -5.971 -1.559 -3.154
O -7.807 -2.882 -2.757
H -7.914 -4.776 -2.052
H -9.198 -4.504 -3.075
H -7.901 -4.629 -4.896
H -7.011 -5.612 -3.630
C 1.749 -3.669 -4.360
C 2.638 -2.519 -4.177
O 3.826 -3.092 -4.667
C 3.628 -4.346 -5.029
O 4.435 -5.171 -5.505
O 2.439 -4.763 -4.867
H 1.078 -3.488 -5.199
H 1.187 -3.918 -3.460
H 2.709 -2.298 -3.112
H 2.263 -1.606 -4.640
C -2.301 -2.802 7.527
C -3.683 -2.713 8.152
O -3.519 -3.462 9.340
C -2.276 -3.821 9.542
O -1.885 -4.557 10.368
O -1.517 -3.352 8.567
H -1.959 -1.773 7.425
H -2.260 -3.393 6.611
H -4.442 -3.109 7.476
H -4.006 -1.733 8.503
C 2.841 3.588 1.675
C 3.874 4.289 2.538
O 5.245 3.943 2.191
P 5.848 4.260 0.722
O 7.318 4.633 0.601
O 5.281 2.890 -0.099
C 5.236 2.825 -1.525
C 6.584 2.289 -2.010
O 4.775 5.289 0.052
C 4.625 6.689 0.382
C 5.481 7.700 -0.440
H 1.803 3.451 1.980
H 2.751 4.157 0.750
H 3.235 2.588 1.495
H 3.608 5.328 2.347
H 3.606 3.923 3.529
H 4.434 2.189 -1.899
H 5.019 3.709 -2.125
H 6.402 1.230 -1.826
H 6.874 2.552 -3.027
H 7.426 2.670 -1.432
H 3.551 6.849 0.294
H 4.957 6.797 1.414
H 6.516 7.435 -0.656
H 4.919 7.726 -1.373
H 5.481 8.705 -0.018
*
```

Computed properties:
HOMO energy: -10.322 eV
SMILES: CCOP(=O)(OCC)OCC.O=C1OCCO1.O=C1OCCO1.O=C1OCCO1.O=C1OCCO1.O=C1OCCO1.O=C1OCCO1
Frontier orbital gap: 10.327 eV
E_LUMO: 0.0048 eV
E_tot: -2934.46195 hartree

Okay, here come the Mulliken numbers, in e, for every atom: atom 1 (C): -0.355, atom 2 (C): -0.240, atom 3 (O): -0.319, atom 4 (C): 0.659, atom 5 (O): -0.595, atom 6 (O): -0.247, atom 7 (H): 0.333, atom 8 (H): 0.266, atom 9 (H): 0.242, atom 10 (H): 0.255, atom 11 (C): -0.320, atom 12 (C): -0.140, atom 13 (O): -0.329, atom 14 (C): 0.673, atom 15 (O): -0.542, atom 16 (O): -0.365, atom 17 (H): 0.249, atom 18 (H): 0.248, atom 19 (H): 0.318, atom 20 (H): 0.208, atom 21 (C): -0.303, atom 22 (C): -0.295, atom 23 (O): -0.356, atom 24 (C): 0.709, atom 25 (O): -0.536, atom 26 (O): -0.323, atom 27 (H): 0.313, atom 28 (H): 0.238, atom 29 (H): 0.261, atom 30 (H): 0.291, atom 31 (C): -0.389, atom 32 (C): -0.269, atom 33 (O): -0.297, atom 34 (C): 0.625, atom 35 (O): -0.495, atom 36 (O): -0.338, atom 37 (H): 0.209, atom 38 (H): 0.382, atom 39 (H): 0.290, atom 40 (H): 0.282, atom 41 (C): -0.374, atom 42 (C): -0.072, atom 43 (O): -0.297, atom 44 (C): 0.699, atom 45 (O): -0.627, atom 46 (O): -0.291, atom 47 (H): 0.262, atom 48 (H): 0.284, atom 49 (H): 0.199, atom 50 (H): 0.219, atom 51 (C): -0.225, atom 52 (C): -0.283, atom 53 (O): -0.357, atom 54 (C): 0.710, atom 55 (O): -0.516, atom 56 (O): -0.345, atom 57 (H): 0.234, atom 58 (H): 0.281, atom 59 (H): 0.247, atom 60 (H): 0.256, atom 61 (C): -0.928, atom 62 (C): -0.182, atom 63 (O): -0.371, atom 64 (P): 0.875, atom 65 (O): -0.713, atom 66 (O): -0.290, atom 67 (C): -0.219, atom 68 (C): -1.060, atom 69 (O): -0.057, atom 70 (C): -0.430, atom 71 (C): -1.185, atom 72 (H): 0.444, atom 73 (H): 0.147, atom 74 (H): 0.261, atom 75 (H): 0.096, atom 76 (H): 0.434, atom 77 (H): 0.385, atom 78 (H): 0.219, atom 79 (H): 0.246, atom 80 (H): 0.347, atom 81 (H): 0.313, atom 82 (H): 0.334, atom 83 (H): 0.398, atom 84 (H): 0.305, atom 85 (H): 0.277, atom 86 (H): 0.356

DFT (ωB97M-V/def2-TZVPD) results for 2 unconnected molecules or ions with the total composition C5H11Cl2N in a non-equilibrium geometry.

Geometry as ORCA input:
```
! RIJCOSX wB97M-V def2-TZVPD def2/J DEFGRID3
* xyz 0 1
C -1.619 -0.312 -1.488
C 1.768 0.721 1.699
C 1.659 -1.314 0.521
C -2.619 -0.153 -0.380
C 1.278 0.631 -0.685
N 1.597 -0.026 0.440
Cl -2.098 0.660 1.110
Cl 0.724 2.325 -0.722
H -2.030 -0.996 -2.133
H -1.582 0.734 -1.839
H -0.708 -0.592 -1.108
H 2.807 0.618 1.893
H 1.609 1.735 1.479
H 1.240 0.361 2.680
H -3.467 0.465 -0.805
H 1.359 -1.947 -0.418
H 2.028 -1.748 1.512
H -2.999 -1.220 -0.120
H 1.052 0.059 -1.638
*
```

Computed properties:
HOMO energy: -6.755 eV
Frontier orbital gap: 7.604 eV
E_LUMO: 0.8485 eV
E_tot: -1172.10770 hartree

Okay, here come the Mulliken numbers, in e, for every atom: atom 1 (C): -0.458, atom 2 (C): -1.106, atom 3 (C): -0.464, atom 4 (C): -0.332, atom 5 (C): -0.378, atom 6 (N): 0.139, atom 7 (Cl): -0.187, atom 8 (Cl): -0.219, atom 9 (H): 0.420, atom 10 (H): 0.262, atom 11 (H): -0.273, atom 12 (H): 0.502, atom 13 (H): 0.326, atom 14 (H): 0.257, atom 15 (H): 0.289, atom 16 (H): 0.204, atom 17 (H): 0.242, atom 18 (H): 0.263, atom 19 (H): 0.513

DFT (ωB97M-V/def2-TZVPD) results for a single C3H5NO3 molecule in a non-equilibrium geometry.

Geometry as ORCA input:
```
! RIJCOSX wB97M-V def2-TZVPD def2/J DEFGRID3
* xyz 0 1
O -1.240 1.486 -0.154
O 1.282 -1.373 -0.476
O -2.033 -0.601 0.385
C -1.069 0.292 0.273
C 1.424 -0.314 0.167
N 2.505 0.447 -0.117
C 0.223 0.007 1.009
H -2.845 -0.179 0.110
H 2.395 1.436 -0.098
H 2.992 0.084 -0.896
H 0.362 0.816 1.716
H 0.198 -0.937 1.713
*
```

Computed properties:
HOMO energy: -9.981 eV
SMILES: NC(=O)CC(=O)O
Frontier orbital gap: 10.558 eV
E_LUMO: 0.5770 eV
E_tot: -397.79984 hartree

Okay, here come the Mulliken numbers, in e, for every atom: atom 1 (O): -0.589, atom 2 (O): -0.594, atom 3 (O): -0.399, atom 4 (C): 0.538, atom 5 (C): 0.412, atom 6 (N): -0.454, atom 7 (C): -0.354, atom 8 (H): 0.359, atom 9 (H): 0.252, atom 10 (H): 0.251, atom 11 (H): 0.345, atom 12 (H): 0.234

DFT (ωB97M-V/def2-TZVPD) results for a gas-phase ion, C4H8FN2O (charge +1) in a non-equilibrium geometry.

Geometry as ORCA input:
```
! RIJCOSX wB97M-V def2-TZVPD def2/J DEFGRID3
* xyz 1 1
C 2.697 -0.092 0.484
C 0.222 -0.101 0.064
C -0.475 1.179 -0.087
C -0.621 -1.281 -0.371
N 2.030 -0.282 1.549
N 1.511 -0.229 -0.719
O 0.702 -0.257 1.405
F 3.903 0.015 0.127
H -1.604 1.227 0.250
H -0.366 1.589 -1.116
H -0.266 2.004 0.613
H -1.036 -1.067 -1.371
H -1.546 -1.381 0.206
H 0.072 -2.099 -0.374
H 2.530 -0.175 2.561
H 1.647 0.310 -1.559
*
```

Computed properties:
HOMO energy: -14.698 eV
SMILES: CC1(C)[NH+]=C(F)NO1
Frontier orbital gap: 10.475 eV
E_LUMO: -4.2226 eV
E_tot: -441.41128 hartree

Okay, here come the Mulliken numbers, in e, for every atom: atom 1 (C): 0.445, atom 2 (C): 1.183, atom 3 (C): -1.354, atom 4 (C): -1.376, atom 5 (N): 0.087, atom 6 (N): -0.399, atom 7 (O): -0.256, atom 8 (F): -0.123, atom 9 (H): 0.321, atom 10 (H): 0.296, atom 11 (H): 0.386, atom 12 (H): 0.349, atom 13 (H): 0.368, atom 14 (H): 0.391, atom 15 (H): 0.372, atom 16 (H): 0.310